(1)
Formula: H5O2S
Source: the OMol25 dataset
Level of theory: ωB97M-V/def2-TZVPD

The geometry in XYZ format:
```
8
Properties=species:S:1:pos:R:3:lowdin_charge:R:1
S -0.030 -0.477 -0.634 -0.14
H -1.233 0.087 -0.457 -0.42
H -1.019 -1.701 1.113 -0.12
H -0.400 -2.762 1.957 0.00
O -1.142 -2.152 1.980 -0.16
H 0.634 2.188 -0.911 -0.05
H 1.812 2.097 -1.823 0.01
O 1.379 2.721 -1.226 -0.13
```

Values from the calculation:
- charge = -1
- DFT total energy (Eh) = -551.71736

***

(2)
Formula: H5OS2
Source: the OMol25 dataset
Level of theory: ωB97M-V/def2-TZVPD

The geometry in XYZ format:
```
8
Properties=species:S:1:pos:R:3:lowdin_charge:R:1
O -1.444 -1.075 -2.103 -0.07
H -2.345 -1.064 -2.575 0.11
H -1.203 -0.343 -1.548 -0.15
H 1.505 0.607 1.025 -0.20
S -0.411 1.117 -0.067 0.81
S 1.920 -0.358 2.005 0.75
H 0.027 2.332 0.211 -0.19
H 1.951 -1.215 3.052 -0.07
```

Values from the calculation:
- charge = +1
- DFT total energy (Eh) = -874.03342

***

(3)
Formula: H6N2O2P
Source: the OMol25 dataset
Level of theory: ωB97M-V/def2-TZVPD

The geometry in XYZ format:
```
11
Properties=species:S:1:pos:R:3:lowdin_charge:R:1
N 1.522 -0.977 -0.091 -0.17
P 0.481 0.235 -0.959 0.95
O 0.963 1.782 -0.313 -0.30
N -1.182 -0.220 -0.480 -0.19
O -1.557 0.500 0.605 -0.04
H 1.289 -0.801 0.924 0.05
H 2.519 -0.734 -0.285 0.06
H 0.847 1.812 0.690 0.08
H -1.870 -0.201 -1.266 0.18
H -1.154 -1.232 -0.149 0.18
H -1.857 -0.163 1.323 0.19
```

Values from the calculation:
- charge = +1
- DFT total energy (Eh) = -604.59911

***

E_HOMO values (in eV) by entry order: -3.23 -15.09 -14.72.
Energy relative to the best compared isomer or geometry (same formula, charge and spin) values (in kJ/mol) by entry order: 12.1 681.2 149.3.
HOMO-LUMO gap values (in eV) by entry order: 7.5 4.4 9.9.